No. 1
# C39H41AsBrGeIrN3O4

A structure of composition C39H41AsBrGeIrN3O4 in a non-equilibrium geometry (ωB97M-V with the def2-TZVPD basis set, OMol25).

The calculation puts the HOMO energy (alpha / beta) at -12.09 / -12.09 eV. For the energy relative to the best compared isomer or geometry (same formula, charge and spin), the calculation gives 27.2 kcal/mol. The calculation puts the energy at -243991.2609 eV. The expectation value of S² is 0.770. The value obtained for the LUMO energy (alpha / beta) is -5.715 / -8.197 eV. The calculation puts the HOMO-LUMO gap (alpha / beta) at 6.3798 / 3.8976 eV. The charge is +2. The multiplicity is 2.

Each line ends with the Löwdin charge.
Positions of all 91 atoms, in Å:
Ir 0.93 -1.15 1.66  1.583
O 2.00 -1.57 3.17  -0.157
C 3.31 -1.46 3.32  -0.266
C 3.75 -1.58 4.65  0.037
C 5.09 -1.48 4.95  -0.025
C 6.02 -1.26 3.93  -0.022
C 5.59 -1.15 2.61  -0.002
C 4.24 -1.24 2.28  -0.059
C 3.81 -1.12 0.90  -0.224
N 2.55 -1.19 0.46  -0.055
C 2.57 -1.00 -0.91  -0.105
C 3.86 -0.86 -1.30  -0.012
N 4.62 -0.94 -0.16  0.158
H 3.01 -1.73 5.42  0.135
H 5.43 -1.56 5.97  0.126
H 7.07 -1.17 4.16  0.125
H 6.34 -0.98 1.85  0.117
H 1.67 -0.94 -1.49  0.092
H 4.30 -0.71 -2.27  0.137
H 5.62 -0.86 -0.12  0.170
C -1.36 -4.96 4.81  -0.022
C -1.34 -3.48 4.55  -0.222
C -2.02 -2.58 5.35  0.021
C -1.97 -1.23 5.06  -0.073
C -1.24 -0.81 3.97  -0.681
Br -1.21 1.03 3.59  0.963
N -0.57 -1.66 3.18  -0.092
C -0.63 -2.96 3.49  -0.085
H -1.94 -5.20 5.69  0.089
H -0.35 -5.35 4.96  0.093
H -1.79 -5.50 3.96  0.090
H -2.59 -2.93 6.21  0.136
H -2.49 -0.50 5.67  0.116
H -0.07 -3.62 2.83  0.105
O 1.49 0.77 1.84  -0.148
C 0.68 1.29 0.98  -0.648
O 0.04 0.48 0.26  -0.073
C 0.49 2.78 0.98  -0.141
C -0.12 3.48 -0.26  -0.203
Ge -1.25 2.54 -1.60  1.026
C -1.70 4.21 -2.60  -0.269
C -2.97 4.78 -2.62  -0.099
C -3.20 6.01 -3.24  -0.079
C -2.16 6.69 -3.85  -0.082
C -0.89 6.13 -3.85  -0.080
C -0.67 4.90 -3.24  -0.117
C -0.34 1.72 -3.14  -0.285
C -1.06 1.27 -4.25  -0.095
C -0.43 0.81 -5.39  -0.072
C 0.96 0.79 -5.46  -0.083
C 1.70 1.24 -4.37  -0.096
C 1.05 1.70 -3.23  -0.141
C -3.01 1.92 -1.04  -0.283
C -3.29 1.81 0.31  -0.119
C -4.56 1.45 0.76  -0.080
C -5.57 1.20 -0.17  -0.076
C -5.30 1.30 -1.52  -0.070
C -4.03 1.66 -1.96  -0.116
H 1.44 3.22 1.29  0.133
H -0.19 2.91 1.83  0.083
H 0.67 3.93 -0.86  0.068
H -0.76 4.28 0.09  0.085
H -3.80 4.29 -2.14  0.089
H -4.19 6.43 -3.23  0.106
H -2.34 7.64 -4.33  0.107
H -0.07 6.65 -4.33  0.105
H 0.33 4.48 -3.28  0.092
H -2.15 1.31 -4.24  0.090
H -1.01 0.47 -6.24  0.110
H 1.46 0.46 -6.36  0.107
H 2.78 1.26 -4.43  0.100
H 1.65 2.05 -2.39  0.093
H -2.52 2.01 1.05  0.052
H -4.77 1.39 1.82  0.103
H -6.56 0.94 0.17  0.109
H -6.08 1.12 -2.25  0.111
H -3.85 1.76 -3.02  0.093
C 1.92 -4.28 -1.11  -0.172
As 0.18 -3.60 -0.66  1.095
C -1.02 -5.06 -0.48  -0.176
C -0.50 -2.38 -1.97  -0.170
O 0.18 -2.85 0.87  -0.630
H 2.25 -3.88 -2.07  0.049
H 1.87 -5.36 -1.15  0.053
H 2.62 -3.98 -0.32  0.040
H -1.08 -5.60 -1.43  0.062
H -2.01 -4.68 -0.21  0.058
H -0.66 -5.73 0.30  0.055
H 0.12 -2.39 -2.87  0.058
H -0.51 -1.38 -1.55  0.026
H -1.52 -2.67 -2.22  0.059

---

No. 2
# C39H41BN4O11

A cluster of 4 separate species, C39H41BN4O11 in total in a non-equilibrium geometry (ωB97M-V with the def2-TZVPD basis set, OMol25).

The calculation puts the HOMO energy at -8.93 eV. The calculation puts the energy at -70246.4135 eV. The SMILES is C#CCCCc1cc2c(c(OCCCC)c1C[C@@H]1CO1)C(=O)N(B(C)O)C2=O.O=[N+]([O-])c1ccccc1.O=[N+]([O-])c1ccccc1.O=[N+]([O-])c1ccccc1. The value obtained for the LUMO energy is -1.058 eV. The calculation puts the HOMO-LUMO gap at 7.8757 eV.

Each line ends with the Löwdin charge.
Positions of all 96 atoms, in Å:
C 3.80 -0.47 2.50  0.053
C 3.39 -0.16 3.71  -0.089
C 2.51 0.00 5.05  -0.211
C 2.13 1.52 5.43  -0.209
C 1.43 2.38 4.27  -0.177
C 0.59 1.55 3.18  -0.062
C -0.48 0.49 3.72  0.058
C -1.31 -0.31 2.66  -0.001
C -1.19 -0.12 1.10  0.057
C -0.14 0.91 0.56  -0.081
O 0.00 1.14 -0.84  -0.107
C 0.50 -0.01 -1.57  -0.182
C 1.72 -0.81 -0.89  -0.169
C 1.20 -2.32 -0.56  -0.220
C 1.51 -3.20 -1.91  -0.139
C 0.73 1.75 1.60  -0.030
C 1.78 2.79 1.00  -0.078
C 0.89 4.05 0.20  -0.204
C 1.57 4.56 -1.27  -0.028
O 1.60 5.40 0.09  -0.157
C -2.24 -1.08 0.39  -0.270
O -2.51 -1.35 -0.82  0.071
N -3.08 -1.71 1.48  0.142
B -4.43 -1.02 1.69  -0.413
C -5.55 -1.78 2.62  -0.023
O -4.74 0.29 1.10  0.056
C -2.42 -1.46 2.79  -0.303
O -2.56 -2.00 3.92  0.052
H 4.42 -0.91 1.63  0.057
H 3.19 -0.39 5.91  0.117
H 1.58 -0.69 5.07  0.109
H 3.10 2.05 5.76  0.121
H 1.44 1.48 6.35  0.114
H 2.24 3.08 3.83  0.092
H 0.66 3.09 4.79  0.118
H -0.64 0.29 4.83  0.111
H -0.30 -0.79 -1.87  0.118
H 0.90 0.40 -2.59  0.139
H 2.54 -0.95 -1.71  0.113
H 2.25 -0.29 -0.02  0.086
H 0.06 -2.39 -0.41  0.090
H 1.73 -2.81 0.34  0.105
H 1.11 -2.66 -2.87  0.084
H 1.07 -4.26 -1.87  0.065
H 2.66 -3.27 -2.06  0.085
H 2.40 3.37 1.77  0.107
H 2.44 2.33 0.19  0.103
H -0.32 4.02 0.27  0.163
H 0.57 4.57 -1.82  0.105
H 2.42 3.80 -1.37  0.098
H -6.25 -1.02 3.15  0.080
H -6.19 -2.54 2.02  0.088
H -5.08 -2.40 3.48  0.071
H -4.48 0.95 1.80  0.123
O 4.06 5.93 5.70  0.082
N 2.88 5.67 5.89  -0.327
O 2.14 5.17 5.04  0.047
C 2.31 5.97 7.20  -0.142
C 3.11 6.57 8.17  0.001
C 2.56 6.88 9.41  -0.065
C 1.22 6.59 9.67  -0.071
C 0.43 5.99 8.70  -0.066
C 0.97 5.67 7.46  -0.001
H 4.15 6.80 7.98  0.120
H 3.17 7.36 10.18  0.110
H 0.79 6.84 10.64  0.109
H -0.61 5.76 8.91  0.109
H 0.34 5.20 6.71  0.115
O 0.82 -5.32 -7.04  0.052
N 0.59 -5.06 -5.86  -0.333
O 1.37 -4.48 -5.11  0.065
C -0.71 -5.47 -5.32  -0.141
C -1.61 -6.16 -6.13  -0.012
C -2.83 -6.57 -5.60  -0.063
C -3.15 -6.28 -4.28  -0.067
C -2.25 -5.58 -3.48  -0.058
C -1.03 -5.17 -3.99  0.004
H -1.37 -6.39 -7.16  0.120
H -3.53 -7.12 -6.22  0.112
H -4.10 -6.61 -3.87  0.108
H -2.51 -5.36 -2.44  0.110
H -0.34 -4.63 -3.36  0.078
O -2.85 -3.89 -7.97  0.065
N -3.00 -2.68 -8.14  -0.335
O -4.08 -2.12 -8.20  0.075
C -1.79 -1.86 -8.29  -0.140
C -0.54 -2.47 -8.27  0.002
C 0.60 -1.69 -8.44  -0.058
C 0.49 -0.32 -8.62  -0.073
C -0.77 0.29 -8.63  -0.069
C -1.92 -0.48 -8.47  -0.003
H -0.43 -3.54 -8.13  0.097
H 1.58 -2.16 -8.43  0.112
H 1.38 0.29 -8.76  0.107
H -0.85 1.36 -8.77  0.107
H -2.89 0.00 -8.48  0.119